{"formula": "C40H118B2N10O10Pt", "method": "ωB97M-V with the def2-TZVPD basis set", "symbols": ["Pt", "B", "H", "H", "H", "H", "B", "H", "H", "H", "H", "C", "C", "C", "O", "C", "N", "H", "H", "H", "H", "H", "H", "H", "H", "H", "H", "H", "C", "C", "C", "O", "C", "N", "H", "H", "H", "H", "H", "H", "H", "H", "H", "H", "H", "C", "C", "C", "O", "C", "N", "H", "H", "H", "H", "H", "H", "H", "H", "H", "H", "H", "C", "C", "C", "O", "C", "N", "H", "H", "H", "H", "H", "H", "H", "H", "H", "H", "H", "C", "C", "C", "O", "C", "N", "H", "H", "H", "H", "H", "H", "H", "H", "H", "H", "H", "C", "C", "C", "O", "C", "N", "H", "H", "H", "H", "H", "H", "H", "H", "H", "H", "H", "C", "C", "C", "O", "C", "N", "H", "H", "H", "H", "H", "H", "H", "H", "H", "H", "H", "C", "C", "C", "O", "C", "N", "H", "H", "H", "H", "H", "H", "H", "H", "H", "H", "H", "C", "C", "C", "O", "C", "N", "H", "H", "H", "H", "H", "H", "H", "H", "H", "H", "H", "C", "C", "C", "O", "C", "N", "H", "H", "H", "H", "H", "H", "H", "H", "H", "H", "H"], "coordinates": [[0.231, 0.710, 0.214], [0.231, -0.569, -1.609], [-0.531, -0.911, -0.925], [-0.126, 0.363, -2.017], [1.188, -0.320, -1.176], [0.321, -1.254, -2.438], [0.875, -0.743, 1.890], [-0.107, -0.296, 1.859], [1.328, -0.758, 0.911], [1.437, -0.065, 2.513], [0.740, -1.691, 2.388], [1.271, 4.381, -2.181], [1.401, 2.988, -1.604], [2.619, 2.739, -0.726], [2.422, 1.416, -0.071], [3.556, 1.140, 0.696], [0.155, 2.688, -0.955], [1.049, 5.153, -1.445], [0.533, 4.560, -2.963], [2.218, 4.665, -2.639], [1.506, 2.288, -2.433], [2.595, 3.487, 0.067], [3.607, 2.635, -1.174], [3.610, 1.815, 1.550], [4.432, 1.008, 0.060], [3.496, 0.227, 1.289], [-0.014, 3.444, -0.306], [-0.486, 2.843, -1.720], [-0.077, -4.527, -0.565], [0.725, -3.695, 0.383], [1.529, -4.655, 1.305], [0.608, -5.444, 2.042], [1.064, -6.091, 3.263], [1.639, -2.830, -0.367], [-0.618, -4.006, -1.355], [-0.813, -5.186, -0.103], [0.615, -5.224, -1.039], [0.121, -3.071, 1.042], [2.165, -4.079, 1.978], [2.256, -5.286, 0.794], [1.447, -5.285, 3.890], [1.836, -6.813, 2.997], [0.295, -6.573, 3.865], [1.066, -2.171, -0.874], [1.981, -2.195, 0.340], [-3.336, 4.186, -3.428], [-2.982, 2.863, -2.698], [-4.066, 1.736, -3.028], [-4.108, 0.701, -2.080], [-5.193, -0.215, -2.284], [-1.683, 2.335, -3.126], [-3.419, 3.981, -4.495], [-2.600, 4.964, -3.225], [-4.259, 4.654, -3.085], [-3.010, 3.020, -1.619], [-3.939, 1.334, -4.033], [-5.072, 2.147, -2.946], [-5.268, -0.857, -1.407], [-5.138, -0.932, -3.103], [-6.156, 0.296, -2.282], [-1.474, 1.417, -2.760], [-1.751, 2.207, -4.125], [2.669, 2.495, 6.257], [3.014, 1.726, 4.960], [4.394, 0.954, 5.041], [5.472, 1.792, 5.204], [6.714, 1.213, 5.586], [1.922, 0.832, 4.774], [1.991, 3.348, 6.230], [3.585, 2.976, 6.599], [2.234, 1.803, 6.978], [3.113, 2.462, 4.162], [4.586, 0.240, 4.239], [4.326, 0.343, 5.941], [6.774, 1.005, 6.654], [7.514, 1.833, 5.180], [6.847, 0.232, 5.131], [1.934, 0.043, 5.404], [1.911, 0.455, 3.837], [-0.541, 3.356, 4.183], [-0.640, 3.203, 2.622], [-0.461, 4.575, 2.004], [-0.707, 4.759, 0.651], [-0.879, 6.079, 0.286], [0.385, 2.278, 2.096], [0.353, 3.899, 4.489], [-0.620, 2.348, 4.590], [-1.343, 3.995, 4.553], [-1.617, 2.879, 2.262], [0.564, 4.790, 2.306], [-1.037, 5.314, 2.560], [-0.852, 6.022, -0.802], [-0.066, 6.738, 0.590], [-1.879, 6.425, 0.549], [0.590, 1.644, 2.854], [1.160, 2.926, 2.121], [-0.824, -3.456, 4.400], [-0.287, -2.281, 5.265], [1.200, -2.455, 5.653], [1.529, -1.480, 6.640], [2.806, -1.634, 7.228], [-0.654, -1.072, 4.530], [-1.891, -3.462, 4.179], [-0.642, -4.429, 4.857], [-0.305, -3.230, 3.468], [-0.816, -2.293, 6.218], [1.817, -2.259, 4.776], [1.425, -3.452, 6.032], [2.975, -2.645, 7.598], [2.919, -0.991, 8.100], [3.601, -1.430, 6.509], [-0.096, -0.314, 4.896], [-0.328, -1.242, 3.589], [0.891, -1.644, -7.328], [0.577, -0.935, -6.084], [-0.615, 0.058, -6.089], [-0.364, 1.068, -7.083], [-1.399, 2.081, -7.115], [0.438, -1.907, -5.027], [1.819, -2.205, -7.214], [0.923, -1.032, -8.230], [0.077, -2.347, -7.507], [1.469, -0.368, -5.818], [-0.692, 0.397, -5.055], [-1.515, -0.497, -6.353], [-1.312, 2.563, -6.141], [-2.394, 1.642, -7.193], [-1.093, 2.897, -7.769], [0.017, -1.472, -4.217], [1.306, -2.285, -4.675], [5.862, -0.229, -3.832], [4.508, 0.027, -3.123], [3.401, 0.574, -4.121], [3.665, 1.861, -4.707], [2.382, 2.489, -5.086], [4.037, -1.212, -2.481], [6.585, -0.826, -3.275], [6.381, 0.702, -4.060], [5.734, -0.829, -4.733], [4.672, 0.805, -2.377], [2.424, 0.597, -3.638], [3.315, -0.201, -4.883], [1.959, 1.912, -5.909], [2.510, 3.480, -5.522], [1.586, 2.608, -4.351], [3.040, -1.180, -2.323], [4.389, -1.165, -1.535], [-5.918, -4.229, -0.577], [-5.284, -3.956, -2.028], [-3.779, -4.378, -1.875], [-3.101, -4.244, -3.119], [-2.478, -2.962, -3.204], [-6.040, -4.846, -2.988], [-7.000, -4.101, -0.621], [-5.379, -3.711, 0.215], [-5.804, -5.281, -0.314], [-5.314, -2.925, -2.379], [-3.773, -5.455, -1.710], [-3.406, -3.819, -1.017], [-3.183, -2.150, -3.026], [-1.924, -2.908, -4.141], [-1.766, -2.690, -2.424], [-6.187, -5.747, -2.555], [-5.296, -4.991, -3.656], [-2.697, -1.571, 0.889], [-3.115, -0.097, 1.009], [-3.207, 0.421, 2.444], [-3.834, 1.703, 2.396], [-4.100, 2.286, 3.630], [-2.225, 0.733, 0.171], [-1.801, -1.635, 1.506], [-2.473, -1.805, -0.153], [-3.354, -2.272, 1.404], [-4.140, -0.040, 0.643], [-2.196, 0.456, 2.850], [-3.875, -0.167, 3.073], [-4.449, 3.317, 3.572], [-3.243, 2.298, 4.303], [-4.914, 1.844, 4.205], [-2.407, 0.371, -0.754], [-2.702, 1.623, 0.134]], "atomic_forces_ev_per_a": [[-1.75, 3.33, 1.52], [-0.76, 0.17, -1.55], [-2.76, -2.01, 2.23], [-1.53, 3.31, -2.41], [3.92, 0.18, 0.94], [0.63, -2.63, -2.48], [0.87, -0.19, 0.62], [-4.13, 1.42, 0.31], [2.19, -0.79, -2.94], [2.22, 2.05, 1.99], [-0.14, -3.53, 1.05], [1.45, 1.09, -0.35], [0.65, -0.38, -1.49], [-1.14, -1.23, 1.30], [0.62, 1.26, -0.89], [0.21, -0.96, 1.28], [0.21, -0.61, 0.77], [0.17, -0.19, 0.42], [-0.26, -0.82, -0.01], [0.19, 0.18, -0.07], [-0.13, -0.12, -0.05], [0.47, 0.20, 0.27], [-0.26, 0.66, -0.54], [0.71, 0.93, -0.37], [0.28, 0.63, 0.16], [-0.74, -0.60, -0.68], [-0.28, 0.01, 0.33], [-0.82, -0.43, -0.17], [-0.55, -1.06, -0.62], [0.59, -0.61, 0.36], [0.01, 0.31, 0.60], [-0.95, -0.87, 0.87], [0.63, 1.41, -1.32], [0.31, -0.49, 0.51], [0.27, 0.37, 0.08], [-0.02, 0.20, 0.47], [0.10, 0.07, -0.36], [-0.41, -0.26, 0.08], [-0.06, 0.47, 0.42], [-0.18, -0.19, -0.67], [0.51, -0.13, 0.25], [0.17, -0.07, 0.26], [-0.48, 0.04, -0.76], [-0.13, -0.48, -0.51], [0.70, -0.10, 0.16], [0.24, -0.58, 0.50], [-1.41, -1.59, -0.72], [-0.80, 1.49, 0.63], [0.39, -1.30, 0.07], [-0.15, -0.01, 1.14], [-0.02, 1.07, -0.25], [0.09, 0.25, -0.10], [0.41, -0.25, -0.27], [-0.27, -0.50, 0.04], [0.19, 0.00, 0.11], [0.28, 0.08, -0.27], [-0.20, 0.67, -0.53], [0.43, 0.10, 0.27], [0.45, 0.57, -0.58], [-0.03, 0.35, -0.44], [-0.11, -0.35, 0.35], [0.23, 0.05, -0.26], [1.34, 0.28, 0.11], [0.78, 0.48, 1.00], [-1.04, -0.28, 1.32], [1.19, 1.58, -0.13], [-0.65, -0.61, -0.68], [-0.57, -0.21, -1.28], [-0.38, -0.27, -0.86], [0.19, -0.32, 0.58], [0.36, -0.04, 0.19], [-0.24, -0.08, -0.40], [-0.44, 0.04, -0.63], [-0.24, -0.31, 0.30], [0.06, 0.53, 0.24], [-0.08, 0.18, 0.49], [-0.11, -0.23, -0.36], [0.05, 0.01, 0.43], [0.06, -0.29, 0.01], [-0.75, 0.07, -1.40], [-1.17, 0.43, -0.23], [0.45, 0.57, 1.88], [0.21, -1.48, 0.44], [-0.30, 0.37, -1.54], [-0.39, 1.04, 0.54], [0.42, -0.50, -0.13], [0.27, 0.25, 0.42], [-0.35, -0.26, -0.04], [-0.25, -0.48, 0.56], [0.73, 0.67, -0.54], [-0.41, -0.08, 0.21], [-0.07, 0.45, -0.14], [-0.08, 0.08, 0.38], [0.10, 0.34, 0.41], [0.07, -0.60, 0.06], [1.10, -0.36, -0.48], [0.76, 0.72, 0.43], [-1.29, -0.99, 0.65], [-0.28, 0.59, -0.53], [-0.16, 0.09, 0.54], [0.03, -0.46, -0.09], [0.35, -0.34, 0.77], [-0.05, 0.65, 0.28], [0.52, -0.01, -0.34], [0.01, -1.20, -0.39], [-0.12, 0.18, 0.23], [0.25, -0.19, -0.35], [-0.15, -0.21, 0.06], [-0.19, -0.33, -0.05], [-0.28, 0.30, -0.25], [0.09, 0.08, -0.08], [-0.04, 0.46, -0.04], [-0.05, 0.42, -0.13], [-0.70, -0.78, -1.65], [1.03, 1.42, 1.11], [1.01, -1.01, -1.12], [-0.73, 0.05, 0.34], [1.65, -0.51, 1.59], [-1.39, -0.50, 0.71], [-0.01, -0.01, -0.12], [0.32, 0.30, 0.19], [0.05, -0.38, -0.06], [-0.03, 0.82, -0.29], [-0.15, 0.70, 0.05], [-0.36, -0.02, 0.03], [-0.50, 0.22, 0.42], [-0.04, 0.20, -0.58], [-0.39, -0.60, -0.69], [-0.05, 0.00, 0.21], [0.28, 0.02, -0.32], [-0.19, 0.01, -0.05], [-0.11, 0.59, -0.98], [0.81, -0.60, 0.41], [-1.66, 0.51, 0.73], [0.84, -0.60, -1.24], [0.08, 0.55, -0.16], [-0.31, 0.03, 0.66], [-0.21, 0.09, -0.27], [-0.27, 0.24, -0.25], [0.02, 0.32, 0.16], [-0.03, -0.01, 0.49], [0.05, 0.01, -0.45], [-0.16, -0.25, 0.01], [0.78, 0.04, 0.26], [0.46, -0.43, 0.63], [-0.48, -0.05, -0.18], [0.28, -0.50, 0.20], [0.50, 0.24, -1.60], [-0.39, -2.33, 2.05], [-1.90, -0.42, -1.16], [0.79, 1.18, 0.99], [0.11, 0.21, -0.06], [1.29, 1.51, 0.42], [0.09, 0.60, 0.31], [-0.46, 0.48, -0.02], [0.29, -0.25, -0.34], [-0.37, -0.08, 0.21], [0.04, 0.00, 0.55], [0.79, 0.00, -0.20], [-0.58, 0.15, -0.80], [-0.39, 0.16, -0.08], [0.43, -0.93, 0.37], [0.01, -0.15, 0.26], [-0.24, -0.41, -0.91], [0.72, 0.91, 1.32], [-0.96, -0.90, 0.48], [-0.21, 0.20, -0.36], [0.23, 0.56, -0.80], [-0.16, 0.40, 1.24], [-0.36, -0.34, 0.36], [0.53, -0.32, -0.46], [-0.09, -0.30, 0.17], [-0.51, 0.11, -0.49], [-0.18, 0.34, -0.39], [0.04, 0.16, 0.45], [0.37, -0.71, -0.03], [0.30, 0.16, -0.82], [0.34, -0.13, -0.06], [-0.16, -0.82, -0.16], [0.32, -0.10, -0.52], [0.28, 0.65, 0.16]], "energy_ev": -83354.2535, "spin_multiplicity": 3, "s2": 2.00, "de_lowest_kj_mol": 168.4}